C9H24LaN5OPSe2Te2 as an isolated structure in a non-equilibrium geometry, computed with ωB97M-V/def2-TZVPD.

Each line ends with the Löwdin charge.
Cartesian coordinates (Å):
La (1.30, -0.83, -2.18)  1.1674
Se (3.28, -2.42, -3.16)  -0.2007
Te (1.28, -3.58, -4.20)  0.0537
Te (0.68, -5.54, -2.52)  0.0160
Se (-0.59, -1.71, -4.26)  -0.2396
C (-0.07, -3.03, 3.15)  -0.0815
N (0.56, -1.90, 2.49)  -0.3083
C (2.03, -1.79, 2.55)  -0.0663
P (-0.13, -1.10, 1.24)  0.5210
O (0.93, -0.99, 0.15)  -0.5524
N (-1.50, -1.73, 0.55)  -0.2715
C (-1.31, -3.08, -0.12)  -0.0935
C (-2.88, -1.34, 0.95)  -0.0570
N (-0.31, 0.42, 1.73)  -0.2862
C (-0.60, 0.77, 3.11)  -0.0748
C (-0.27, 1.56, 0.79)  -0.0910
H (0.11, -4.03, 2.69)  0.1053
H (-1.13, -2.84, 3.13)  0.0766
H (0.37, -3.04, 4.13)  0.0822
H (2.33, -2.22, 3.46)  0.0683
H (2.39, -0.70, 2.66)  0.1229
H (2.52, -2.24, 1.73)  0.0665
H (-0.25, -3.25, -0.38)  0.0222
H (-1.78, -3.09, -1.05)  0.0522
H (-1.64, -3.87, 0.52)  0.0829
H (-2.84, -0.44, 1.60)  0.0837
H (-3.27, -2.15, 1.54)  0.0700
H (-3.51, -1.24, 0.08)  0.0868
H (-1.64, 1.00, 3.24)  0.0776
H (0.04, 1.60, 3.36)  0.0852
H (-0.33, -0.11, 3.71)  0.0884
H (0.46, 1.51, 0.01)  0.0228
H (0.21, 2.41, 1.33)  0.1049
H (-1.16, 1.86, 0.26)  0.0822
C (-0.04, 4.51, -1.87)  -0.0271
N (0.94, 4.05, -2.87)  -0.1587
C (0.95, 4.87, -4.13)  0.0121
C (1.32, 2.81, -2.75)  -0.2534
N (1.56, 1.68, -2.65)  0.0253
H (0.19, 4.04, -0.88)  0.0959
H (-1.10, 4.32, -2.10)  0.1074
H (0.12, 5.57, -1.73)  0.0924
H (1.32, 5.86, -3.94)  0.0877
H (-0.11, 4.98, -4.43)  0.1014
H (1.56, 4.46, -4.94)  0.1010

Output
energy above the lowest of the compared OMol25 structures with the same formula, charge and spin = 8.4 kcal/mol
total charge = +1
E = -6418.11145 hartree

A 3-piece molecular cluster, C9H24O3 overall in a non-equilibrium geometry, computed with ωB97M-V/def2-TZVPD.

Each line ends with the Löwdin charge.
Cartesian coordinates (Å):
C (-8.34, -33.74, 3.62)  -0.0663
C (-9.10, -34.86, 4.32)  -0.4795
C (-8.17, -35.62, 5.28)  -0.0609
O (-10.18, -34.30, 5.06)  -0.0716
H (-7.35, -34.05, 3.26)  0.0765
H (-8.28, -32.86, 4.25)  0.0748
H (-8.84, -33.43, 2.69)  0.0749
H (-9.53, -35.55, 3.60)  0.1306
H (-8.77, -36.13, 6.04)  0.0795
H (-7.53, -34.90, 5.80)  0.0676
H (-7.56, -36.37, 4.77)  0.0739
H (-9.79, -33.78, 5.78)  0.0329
C (-10.83, -32.00, 8.85)  -0.0554
C (-9.92, -31.71, 7.66)  -0.4556
C (-8.96, -30.58, 7.95)  -0.0521
O (-9.18, -32.90, 7.33)  -0.0819
H (-11.32, -31.08, 9.18)  0.0809
H (-10.26, -32.45, 9.67)  0.0796
H (-11.62, -32.72, 8.63)  0.0794
H (-10.59, -31.52, 6.82)  0.1404
H (-8.58, -30.66, 8.97)  0.0774
H (-9.44, -29.60, 7.89)  0.0818
H (-8.13, -30.60, 7.25)  0.0801
H (-8.44, -33.04, 7.92)  0.0530
C (-5.79, -32.60, 10.25)  -0.0599
C (-6.22, -33.63, 9.20)  -0.4847
C (-5.18, -34.72, 9.07)  -0.0611
O (-7.49, -34.20, 9.57)  -0.0546
H (-5.33, -33.09, 11.12)  0.0771
H (-6.64, -32.02, 10.62)  0.0727
H (-4.99, -31.96, 9.88)  0.0814
H (-6.30, -33.03, 8.28)  0.1270
H (-4.93, -35.15, 10.05)  0.0847
H (-4.28, -34.39, 8.54)  0.0866
H (-5.55, -35.57, 8.48)  0.0836
H (-7.28, -35.08, 9.90)  0.0871

Output
energy above the lowest of the compared OMol25 structures with the same formula, charge and spin = 8.7 kcal/mol
SMILES = CC(C)O.CC(C)O.CC(C)O
E = -583.00836 hartree

C9H24O3Tl as an isolated structure in a non-equilibrium geometry, computed with ωB97M-V/def2-TZVPD.

Each line ends with the Löwdin charge.
Cartesian coordinates (Å):
Tl (27.13, 29.25, 8.45)  1.2205
C (27.04, 31.97, 4.37)  0.0553
C (27.95, 32.18, 5.66)  -0.3438
C (28.32, 33.70, 5.69)  0.0800
O (27.28, 31.77, 6.83)  -0.0704
H (26.45, 32.84, 4.09)  0.1093
H (26.27, 31.24, 4.65)  0.0789
H (27.65, 31.60, 3.54)  0.1223
H (28.77, 31.47, 5.55)  0.1591
H (28.98, 33.84, 4.84)  0.1283
H (28.79, 33.87, 6.66)  0.1229
H (27.42, 34.29, 5.57)  0.1098
H (26.36, 32.12, 6.81)  0.1419
C (23.70, 26.99, 5.84)  0.0270
C (24.97, 27.54, 5.19)  -0.3722
C (24.55, 28.18, 3.83)  0.0514
O (25.61, 28.52, 5.98)  -0.0951
H (23.38, 26.05, 5.39)  0.1235
H (22.91, 27.74, 5.91)  0.1092
H (24.00, 26.62, 6.84)  0.1150
H (25.71, 26.75, 5.11)  0.1681
H (25.52, 28.29, 3.31)  0.1272
H (24.07, 29.15, 3.94)  0.1030
H (23.98, 27.55, 3.15)  0.1197
H (24.94, 29.18, 6.25)  0.1098
C (22.56, 29.02, 10.46)  0.0437
C (23.83, 29.82, 10.96)  -0.3849
C (23.95, 30.03, 12.43)  0.0026
O (24.94, 29.09, 10.42)  -0.1223
H (22.18, 29.30, 9.48)  0.0917
H (21.74, 29.13, 11.18)  0.1190
H (22.80, 27.96, 10.33)  0.0926
H (23.77, 30.78, 10.43)  0.1619
H (24.99, 30.21, 12.70)  0.1080
H (23.53, 29.21, 13.04)  0.1222
H (23.34, 30.89, 12.71)  0.1258
H (25.05, 28.25, 10.90)  0.1388

Output
energy above the lowest of the compared OMol25 structures with the same formula, charge and spin = 16.0 kcal/mol
total charge = +3
E = -754.13890 hartree

C9H25BiClIN2O2P2 as an isolated structure in a non-equilibrium geometry, computed with ωB97M-V/def2-TZVPD.

Each line ends with the Löwdin charge.
Cartesian coordinates (Å):
C (-4.90, -1.70, 0.85)  0.0885
C (-3.52, -1.90, 1.05)  0.0164
H (-5.47, -2.51, 1.34)  0.1655
H (-5.08, -1.69, -0.25)  0.1628
H (-5.16, -0.71, 1.27)  0.1624
O (-2.38, -2.03, 1.19)  0.3134
I (-3.19, 2.29, -1.66)  0.0378
Bi (-1.20, 0.66, -0.49)  0.6569
P (-0.32, 1.44, 2.11)  0.6317
C (0.95, 0.76, 3.24)  -0.2465
C (0.40, 3.10, 1.73)  -0.2984
H (0.54, 3.63, 2.69)  0.0607
H (-1.31, 2.69, 3.90)  0.0628
H (-0.29, 3.66, 1.09)  0.0368
H (-2.53, 2.26, 2.65)  0.0441
H (1.87, 0.54, 2.68)  0.0358
H (1.38, 2.97, 1.23)  0.0329
C (-1.67, 1.90, 3.23)  -0.2751
H (1.16, 1.50, 4.03)  0.0685
H (-1.96, 1.02, 3.82)  0.0449
H (0.55, -0.17, 3.70)  0.0536
P (-0.09, -1.34, -2.19)  0.6317
C (1.22, -2.60, -1.94)  -0.2463
C (-1.34, -2.23, -3.17)  -0.2751
H (-0.03, 0.50, -3.80)  0.0369
H (0.92, -0.93, -4.36)  0.0608
H (1.61, 0.16, -3.10)  0.0331
C (0.68, -0.29, -3.49)  -0.2981
H (-2.21, -1.59, -3.33)  0.0441
H (-0.89, -2.50, -4.14)  0.0629
H (1.52, -3.01, -2.92)  0.0685
H (0.82, -3.41, -1.31)  0.0535
H (-1.63, -3.14, -2.63)  0.0450
H (2.09, -2.13, -1.44)  0.0361
Cl (0.45, 2.35, -1.50)  -0.0077
N (3.52, 1.30, -0.65)  0.1693
C (3.13, 0.19, 0.04)  -0.6666
N (4.14, -0.57, 0.56)  0.1702
O (1.94, -0.14, 0.20)  -0.1326
H (4.50, 1.50, -0.74)  0.1155
H (2.78, 1.87, -1.05)  0.0168
H (3.89, -1.39, 1.10)  0.1155
H (5.11, -0.30, 0.46)  0.1109

Output
total charge = +2
E = -2272.60366 hartree